The following is a quantum chemistry calculation of a cluster of 8 separate species, C39H81N12O11 in total in a non-equilibrium geometry, from the OMol25 dataset.

XYZ file:
```
143
Properties=species:S:1:pos:R:3:lowdin_charge:R:1
O 7.15 1.31 -4.27 -0.0137
O -4.55 6.28 1.50 -0.0127
O -3.85 -3.11 -1.36 -0.1661
O 5.78 -5.47 1.89 0.0033
O -2.44 5.13 -1.47 0.0155
O 0.42 5.15 5.43 -0.0024
O 1.01 1.33 -3.27 -0.0081
O 1.25 -5.49 -0.73 -0.0483
O -0.42 0.34 3.21 -0.0075
O 1.80 -3.34 -2.90 0.0605
O -2.60 -2.27 -3.05 -0.0873
N -3.09 7.33 -1.59 -0.1958
N -0.17 -2.24 -1.88 0.1048
N 1.52 0.28 4.43 -0.2001
N -3.32 2.50 0.91 -0.0257
N -2.49 -6.32 -3.14 -0.0393
N 5.52 -0.21 -3.73 -0.1956
N 6.72 -7.54 1.60 -0.2043
N -0.28 6.36 3.61 -0.1988
N 3.25 -1.75 -0.41 0.0970
N -0.87 -4.34 1.14 0.0813
N 0.34 0.24 -5.17 -0.1877
N -6.45 5.19 2.20 -0.2043
C 4.19 -4.04 -0.11 -0.0612
C 0.79 0.42 3.28 -0.3386
C -2.65 -2.67 -1.83 -0.5345
C -1.98 3.15 0.74 -0.2651
C 0.93 -3.23 -2.02 -0.3015
C -0.82 1.10 -0.35 -0.1980
C -0.35 5.33 4.50 -0.3431
C -2.79 8.71 -1.28 -0.0649
C -7.14 6.42 2.52 -0.0557
C -1.47 -1.38 -0.04 -0.1095
C 0.63 -4.16 -0.73 -0.2759
C 6.49 -6.38 2.28 -0.3273
C 6.08 -7.74 0.31 -0.0384
C 0.82 0.01 5.67 -0.0453
C -1.28 -2.69 -0.95 -0.2362
C 0.78 7.33 3.75 -0.0517
C -0.95 -4.11 -0.32 -0.2668
C 2.96 0.38 4.44 -0.0605
C 0.72 0.31 -3.86 -0.3417
C 4.44 0.73 -3.98 -0.0352
C -1.87 -0.05 -0.86 -0.1506
C 2.96 -2.99 -0.03 -0.3250
C -2.25 6.31 -1.25 -0.3296
C 7.58 -8.58 2.12 -0.0681
C 0.27 1.46 -5.95 -0.0507
C -4.33 7.01 -2.28 -0.0451
C -1.23 6.50 2.53 -0.0629
C -1.75 -3.05 3.09 -0.0588
C -1.57 -5.44 -0.99 -0.1081
C 5.19 -1.55 -3.29 -0.0580
C -7.13 3.93 2.40 -0.0597
C -5.18 5.25 1.70 -0.3255
C -3.44 -4.57 1.59 -0.0496
C 6.81 0.20 -3.90 -0.3610
C 0.01 -1.02 -5.80 -0.0481
C -1.30 -5.58 -2.56 -0.2410
C 1.50 -3.45 0.46 -0.0620
C -1.33 2.59 -0.64 -0.1882
C -1.95 -4.04 1.82 -0.2925
H 0.69 -1.18 -6.65 0.0828
H -1.34 6.66 -0.73 0.1247
H 7.01 -9.50 2.24 0.0876
H 3.48 0.26 -3.80 0.0695
H 1.53 -0.07 6.50 0.0848
H -2.71 -5.51 -0.86 0.0974
H 7.03 -6.33 3.24 0.1296
H 5.14 -3.41 0.04 0.0792
H -0.64 -2.81 3.17 0.0712
H -0.42 -6.32 -2.68 0.1180
H -2.34 -6.42 -4.15 0.0531
H -0.40 3.24 -0.84 0.1066
H -0.45 2.14 -5.47 0.0911
H -0.05 1.24 -6.97 0.0822
H 4.57 -2.03 -4.05 0.0893
H -3.32 -5.74 -2.94 0.0635
H 4.14 -4.82 0.71 0.0443
H -7.21 7.04 1.62 0.0876
H 0.98 -2.54 0.91 0.0975
H 8.00 -8.29 3.09 0.0813
H 3.35 0.58 3.44 0.0865
H 8.41 -8.75 1.42 0.0873
H -4.75 4.26 1.49 0.0997
H -2.93 0.31 -0.65 0.1051
H 2.35 -1.23 -0.29 0.0339
H -4.09 6.51 -3.22 0.0920
H -2.42 -2.14 3.03 0.0823
H -4.07 -3.75 1.08 0.0879
H -2.01 2.70 -1.55 0.1057
H -1.34 2.84 1.65 0.1104
H 1.75 6.83 3.68 0.0915
H 1.25 1.94 -5.96 0.0856
H 0.15 0.87 -0.92 0.0936
H -8.14 6.21 2.90 0.0826
H -1.83 8.79 -0.76 0.0815
H -1.74 7.46 2.63 0.0917
H 7.54 -0.59 -3.68 0.1238
H -6.49 3.09 2.12 0.0870
H 3.39 -0.55 4.81 0.0879
H -6.56 6.97 3.28 0.0888
H -2.01 -3.65 4.04 0.0726
H -2.74 9.28 -2.21 0.0847
H -4.89 7.92 -2.48 0.0843
H 4.28 -4.52 -1.14 0.0839
H 5.00 -7.69 0.44 0.0965
H -3.71 2.32 -0.03 0.0710
H 0.75 -0.68 -3.37 0.1070
H -7.39 3.84 3.46 0.0863
H -4.92 6.34 -1.66 0.0874
H 1.42 0.61 2.40 0.1341
H 0.70 7.81 4.73 0.0894
H -1.15 -6.32 -0.38 0.1203
H 0.12 -1.85 -5.10 0.0843
H 1.70 -4.18 1.33 0.1241
H -0.69 6.48 1.58 0.0788
H 0.12 0.83 5.87 0.0928
H 6.36 -8.71 -0.10 0.0850
H -1.02 -0.98 -6.16 0.0916
H -0.60 -1.14 0.65 0.0931
H -1.12 -4.60 -3.11 0.1129
H 4.64 -1.50 -2.35 0.0546
H 0.40 -1.44 -1.52 0.1074
H -1.97 5.70 2.54 0.0663
H 4.56 1.60 -3.33 0.0976
H 4.50 1.06 -5.02 0.0915
H 6.39 -6.94 -0.37 0.0957
H -8.04 3.91 1.80 0.0865
H -3.90 -4.69 2.64 0.0778
H -2.00 4.28 0.74 0.0654
H -1.69 -0.13 -1.99 0.1045
H -3.16 1.54 1.30 0.0686
H -3.52 -5.59 1.09 0.0748
H 0.26 -0.92 5.58 0.0875
H 3.25 1.20 5.10 0.0881
H 0.93 -5.97 0.07 0.1005
H 0.71 8.09 2.97 0.0835
H 6.10 -2.15 -3.13 0.0796
H -2.37 -1.59 0.65 0.1194
H -1.19 4.64 4.30 0.1337
H -0.68 0.99 0.78 0.0739
H -3.58 9.11 -0.64 0.0881
```

Results
- Total charge: -1
- Gap between HOMO and LUMO: 6.673 eV
- Calculated total energy: -3019.2054 hartree
- Spin multiplicity: 1

The following is a quantum chemistry calculation of a structure of composition C45H42N13O4PS2V in a non-equilibrium geometry, from the OMol25 dataset.

XYZ file:
```
108
Properties=species:S:1:pos:R:3:lowdin_charge:R:1
V 0.10 0.47 -0.06 0.7898
S -4.08 -0.80 0.38 0.4125
S -1.69 0.08 -1.74 0.5094
P -3.29 -1.12 -1.34 -0.0759
O -4.20 -0.95 -2.62 -0.3099
O 2.96 -0.42 -1.71 0.0126
O 1.81 -0.38 2.71 0.0733
O -2.83 -2.64 -1.44 -0.3202
N 3.82 -0.71 1.64 0.1567
N -0.96 -4.23 0.50 0.1336
N 2.01 -0.21 0.38 0.0598
N -0.26 -1.58 0.14 -0.0252
N -0.02 3.11 -3.53 0.1634
N 0.84 2.11 1.07 0.0322
N -1.68 2.72 -0.46 0.0722
N -2.65 5.26 -1.07 0.1095
N -5.49 0.41 6.94 0.0776
N 0.60 1.69 -1.88 -0.0014
N -0.86 0.30 1.68 0.0505
N 1.65 4.11 2.79 0.1264
N 0.83 2.15 -3.98 0.0691
C 4.94 -2.13 -0.02 -0.1340
C -0.14 2.79 -2.28 -0.3383
C 3.03 -0.45 -0.49 -0.4138
C -3.56 0.31 4.92 -0.1720
C 4.59 -2.89 -1.13 -0.0237
C -4.82 0.23 -3.23 -0.4172
C 4.33 -0.75 0.29 -0.2593
C 5.82 0.55 -1.30 -0.0211
C 6.71 2.23 0.73 -0.0770
C -1.51 -3.26 1.22 -0.0406
C -1.77 -2.85 -3.69 -0.0528
C 6.74 1.55 -1.57 -0.0655
C 0.21 2.32 2.23 -0.1709
C -2.39 -0.86 3.04 0.0150
C -1.53 -0.81 1.97 -0.2399
C 6.17 -4.60 -0.48 -0.0780
C -1.14 -1.94 1.08 -0.2184
C -1.63 4.72 -1.74 -0.0528
C -1.73 1.37 3.59 0.0707
C -4.86 -0.73 6.63 -0.1170
C -2.55 0.26 3.83 -0.1007
C -3.20 4.50 -0.12 -0.0939
C -3.96 0.66 -4.40 -0.0555
C -4.21 1.49 5.23 -0.0151
C 2.48 -0.44 1.70 -0.5152
C -3.92 -4.05 -3.09 -0.0363
C 5.92 -2.60 0.85 -0.0289
C 2.27 3.90 1.64 -0.0705
C -0.86 1.33 2.54 -0.1789
C 5.20 -4.12 -1.35 -0.0694
C -5.08 1.36 -2.25 -0.0718
C 0.62 3.31 3.09 -0.0286
C -3.90 -0.83 5.63 -0.0085
C -5.16 1.49 6.24 -0.1201
C -0.05 -3.86 -0.40 -0.0891
C 7.19 2.39 -0.56 -0.0824
C -2.60 -3.51 -2.60 -0.4162
C 5.77 1.23 1.00 -0.0332
C 0.29 -2.54 -0.60 -0.0760
C 1.17 1.31 -3.03 -0.1313
C -1.16 3.45 -1.44 -0.2240
C 1.87 2.88 0.77 -0.0591
C -2.71 3.24 0.19 -0.1006
C 5.33 0.38 -0.01 -0.1416
C 6.52 -3.83 0.63 -0.0654
H 4.92 -4.71 -2.22 0.1059
H 7.28 -4.18 1.31 0.1087
H 1.84 0.47 -3.14 0.1213
H 7.12 1.67 -2.58 0.1071
H -1.74 2.22 4.26 0.1265
H -2.29 -3.54 1.93 0.1321
H 4.31 -1.04 2.45 0.1539
H 0.99 -2.23 -1.37 0.1183
H -0.80 -2.53 -3.31 0.0586
H -1.18 5.30 -2.53 0.1224
H 6.23 -2.00 1.70 0.1184
H -5.72 1.05 -1.43 0.0690
H -3.17 2.64 0.97 0.1108
H -3.73 -0.19 -5.04 0.0816
H -4.51 -4.44 -2.26 0.0926
H -2.28 -1.99 -4.11 0.0628
H -4.50 -3.28 -3.60 0.0790
H -5.68 2.41 6.49 0.1119
H -5.13 -1.61 7.21 0.1130
H -4.05 4.91 0.41 0.1155
H -5.58 2.16 -2.81 0.0942
H -4.01 2.40 4.67 0.1136
H -2.02 -4.32 -2.15 0.1216
H -5.76 -0.16 -3.59 0.1434
H 3.85 -2.53 -1.83 0.0993
H 0.43 -4.64 -0.97 0.1254
H 5.39 1.12 2.01 0.1083
H -3.03 1.10 -4.05 0.0484
H 7.93 3.15 -0.77 0.1061
H 5.47 -0.11 -2.09 0.1176
H 0.13 3.46 4.04 0.1275
H 3.11 4.53 1.39 0.1215
H -3.41 -1.78 5.45 0.1168
H 1.11 2.14 -4.95 0.1713
H -3.73 -4.87 -3.79 0.0913
H -1.62 -3.58 -4.49 0.0950
H 2.40 2.68 -0.15 0.1211
H -4.15 1.75 -1.84 0.0433
H 6.65 -5.55 -0.66 0.1075
H -2.96 -1.77 3.23 0.1234
H 7.05 2.87 1.53 0.1053
H -4.51 1.40 -4.99 0.0915
```

Results
- Total charge: +1
- Gap between HOMO and LUMO (spin up / spin down): 6.674 / 6.505 eV
- Expectation value of S²: 2.018
- Calculated total energy: -4834.6380 hartree
- Spin multiplicity: 3
- Energy relative to the best compared isomer or geometry (same formula, charge and spin): 100.1 kJ/mol

The following is a quantum chemistry calculation of a structure of composition C2H2N4O2 in a non-equilibrium geometry, from the OMol25 dataset.

XYZ file:
```
10
Properties=species:S:1:pos:R:3:lowdin_charge:R:1
O 1.04 0.79 -2.11 0.1016
O 0.56 2.46 -0.74 0.1069
N -0.56 0.60 0.97 0.1738
N 0.53 1.30 -1.14 -0.3337
N 0.09 -1.01 -0.37 0.0893
N -0.38 -1.58 0.71 0.0665
C -0.77 -0.58 1.46 -0.2242
C -0.04 0.39 -0.19 -0.2494
H 0.59 -1.53 -1.05 0.1562
H -1.05 -0.84 2.46 0.1130
```

Results
- Total charge: 0
- Gap between HOMO and LUMO: 9.739 eV
- Calculated total energy: -446.7975 hartree
- Spin multiplicity: 1
- Energy relative to the best compared isomer or geometry (same formula, charge and spin): 460.1 kJ/mol